Entry 1:
The following is a quantum chemistry calculation of a 2-piece molecular cluster, C3H3ClO overall in a non-equilibrium geometry, from the OMol25 dataset.

Summary:
LUMO (alpha / beta): -2.04 / -2.05 eV
Gap between HOMO and LUMO (alpha / beta): 8.24 / 8.24 eV
Calculated total energy: -17721.9977 eV
Relative energy (zero: lowest compared OMol25 entry of this formula, charge and spin): 148.75 kcal per mole
Charge: 0
2S+1: 1
HOMO (alpha / beta): -10.283 / -10.282 eV

Each atom is followed by the atoms it is bonded to, with distances in Å.
Element x y z (Å)
1 C -1.0657 -1.1498 -0.0481  C2 1.199
2 C -0.5285 -1.8087 0.7981  C1 1.199, Cl5 1.628
3 C 0.4486 1.2464 -0.5060  O4 1.435, H6 1.174, H7 1.031, H8 1.072
4 O -0.6021 0.4951 -1.1312  C3 1.435
5 Cl -0.4307 -3.0622 1.8329  C2 1.628
6 H 0.3605 1.3951 0.6549  C3 1.174
7 H 0.3966 2.0879 -1.0998  C3 1.031
8 H 1.4213 0.7961 -0.5008  C3 1.072


Entry 2:
The following is a quantum chemistry calculation of one molecule with the formula C3H3ClO2 in a non-equilibrium geometry, from the OMol25 dataset.

Summary:
LUMO (alpha / beta): -0.11 / 0.26 eV
Gap between HOMO and LUMO (alpha / beta): 8.32 / 8.83 eV
Calculated total energy: -19771.3337 eV
Relative energy (zero: lowest compared OMol25 entry of this formula, charge and spin): 123.50 kcal per mole
Charge: 0
2S+1: 1
HOMO (alpha / beta): -8.427 / -8.563 eV

Each atom is followed by the atoms it is bonded to, with distances in Å.
Element x y z (Å)
1 C 0.7319 1.0452 0.2930  C2 1.483, O4 1.348, H7 1.043
2 C 0.5915 -0.3611 0.7435  C1 1.483, O4 1.393, O5 1.373, H8 1.080
3 C -1.3471 -0.2092 -0.5946  O5 1.427, Cl6 1.708, H9 1.037
4 O 1.4541 0.0545 -0.2680  C1 1.348, C2 1.393
5 O -0.6012 -0.9361 0.3815  C2 1.373, C3 1.427
6 Cl -0.6972 -0.1979 -2.1735  C3 1.708
7 H 1.0648 1.9767 0.6235  C1 1.043
8 H 1.1498 -0.9030 1.4926  C2 1.080
9 H -2.3465 -0.4689 -0.4980  C3 1.037


Entry 3:
The following is a quantum chemistry calculation of one molecule with the formula C3H3ClOS in a non-equilibrium geometry, from the OMol25 dataset.

Summary:
LUMO: -0.40 eV
Gap between HOMO and LUMO: 8.31 eV
Calculated total energy: -28562.6184 eV
Relative energy (zero: lowest compared OMol25 entry of this formula, charge and spin): 36.11 kcal per mole
Charge: 0
2S+1: 1
HOMO: -8.710 eV
SMILES: OC(=S)/C=C\Cl

Each atom is followed by the atoms it is bonded to, with distances in Å.
Element x y z (Å)
1 C -0.6536 -0.8179 -0.4302  C2 1.527, O7 1.310, S8 1.619
2 C 0.5442 0.1150 -0.5939  C1 1.527, C3 1.321, H5 1.197
3 C 0.8562 1.0756 0.2574  C2 1.321, H6 1.060, Cl9 1.740
4 H -1.2551 -0.3008 1.4687  O7 1.140
5 H 1.2292 -0.4140 -1.4203  C2 1.197
6 H 1.8628 1.4062 0.2252  C3 1.060
7 O -1.5824 -0.7912 0.4925  C1 1.310, H4 1.140
8 S -0.8644 -1.9785 -1.5388  C1 1.619
9 Cl -0.1370 1.7057 1.5395  C3 1.740